{"formula": "C7H8O5", "method": "wB97M-V/def2-TZVPD", "homo_energy_ev": -0.5, "total_charge": -2, "orbital_gap_ev": 6.401, "spin_multiplicity": 1, "max_force_ev_per_a": 4.0, "total_energy_ha": -647.71286, "e_above_lowest_kcal_mol": 0.0, "symbols": ["O", "O", "O", "O", "O", "C", "C", "C", "C", "C", "C", "C", "H", "H", "H", "H", "H", "H", "H", "H"], "coordinates": [[-1.77591, 0.98469, -0.48595], [-1.61631, -0.00201, 2.90270], [-3.33096, -1.39761, -0.09883], [-1.33411, -2.36666, 0.09076], [-2.21039, 1.83277, 1.77394], [-2.10785, -1.39595, 0.12557], [0.38022, -0.26759, 0.58726], [2.75753, -0.15910, -0.13862], [-1.80687, 0.63785, 1.86370], [1.25930, -0.04082, -0.36432], [0.89269, 0.32187, -1.77727], [-1.50260, 0.01473, 0.46264], [-2.04626, 1.73432, 0.12302], [3.23830, 0.81381, -0.29218], [1.52360, 1.13539, -2.15757], [3.20763, -0.86566, -0.84197], [0.62059, -0.56296, 1.59216], [-0.15054, 0.62037, -1.80738], [2.97567, -0.49085, 0.87515], [1.02626, -0.54657, -2.43281]], "atomic_forces_ev_per_a": [[-0.20, 0.13, 0.02], [0.15, -0.39, 0.15], [-0.62, 0.22, -0.06], [0.57, -0.42, 0.07], [-0.11, 0.49, 0.00], [-0.06, 0.38, 0.07], [-3.96, 0.80, -0.11], [-0.38, -0.01, 0.11], [-0.11, -0.08, -0.12], [0.70, 0.12, -0.29], [-0.17, -0.06, 0.11], [3.65, -0.74, 0.20], [0.06, -0.26, -0.16], [0.09, 0.01, -0.05], [0.01, 0.01, -0.03], [0.09, -0.06, -0.08], [0.22, -0.16, 0.28], [-0.03, 0.06, -0.13], [0.04, -0.04, 0.08], [0.07, 0.01, -0.06]]}